# 1
Density functional theory data (ωB97M-V/def2-TZVPD) for a cluster of 7 separate species, C27H48N4O7 in total in a non-equilibrium geometry.

Results
* SMILES: CCOC(C)=O.CCOC(C)=O.O=C1OCCO1.CCCC#N.CCCC#N.CCCC#N.CCCC#N
* E_tot: -49066.0934 eV
* relative energy (zero: lowest compared OMol25 entry of this formula, charge and spin): 0.0 kcal per mole
* E_HOMO: -9.931 eV

Last column: Mulliken charge in e.
Geometry (Å):
C -3.616 5.572 -1.493  -1.075
C -4.676 6.481 -0.893  -0.280
O -4.567 6.466 0.529  -0.344
C -4.009 7.446 1.235  0.756
C -4.237 7.429 2.673  -0.943
O -3.423 8.411 0.689  -0.603
H -2.612 5.905 -1.228  0.298
H -3.670 5.605 -2.582  0.360
H -3.661 4.515 -1.230  0.283
H -4.537 7.486 -1.291  0.313
H -5.629 6.288 -1.384  0.368
H -4.216 8.441 3.077  0.311
H -3.283 6.958 2.911  0.255
H -5.065 6.840 3.067  0.298
C 6.944 -7.921 -0.995  -1.212
C 6.851 -6.432 -0.869  -0.122
O 5.747 -6.046 -0.032  -0.279
C 5.738 -4.777 0.512  0.718
C 4.442 -4.492 1.123  -0.968
O 6.677 -4.034 0.741  -0.552
H 7.723 -8.189 -1.708  0.366
H 6.092 -8.454 -1.419  0.330
H 7.220 -8.259 0.003  0.301
H 7.782 -6.234 -0.338  0.257
H 6.779 -5.996 -1.866  0.287
H 4.044 -5.323 1.707  0.297
H 3.770 -4.394 0.271  0.280
H 4.495 -3.552 1.672  0.295
O -7.349 -5.112 -0.043  -0.541
C -6.572 -5.443 -0.884  0.679
O -5.920 -6.602 -0.990  -0.309
C -5.545 -6.655 -2.262  -0.364
C -5.225 -5.251 -2.541  -0.331
O -6.121 -4.602 -1.805  -0.299
H -4.650 -7.251 -2.439  0.304
H -6.348 -7.076 -2.866  0.273
H -5.421 -5.011 -3.587  0.301
H -4.213 -5.016 -2.212  0.283
C 3.368 6.695 2.076  -1.160
C 4.716 6.182 2.605  -0.388
C 5.370 6.906 3.776  -0.399
C 4.896 8.309 3.968  0.161
N 4.518 9.330 4.152  -0.346
H 3.495 7.759 1.874  0.344
H 2.593 6.472 2.809  0.291
H 3.022 6.220 1.158  0.362
H 5.449 6.354 1.818  0.239
H 4.755 5.095 2.681  0.350
H 6.458 6.978 3.770  0.298
H 5.222 6.405 4.733  0.248
C 3.178 4.910 -5.840  -1.139
C 1.689 5.122 -5.446  -0.476
C 0.990 3.764 -5.285  -0.354
C 1.584 2.916 -4.201  0.205
N 2.059 2.252 -3.405  -0.389
H 3.634 5.887 -6.001  0.306
H 3.407 4.298 -6.713  0.338
H 3.621 4.394 -4.988  0.352
H 1.247 5.682 -6.270  0.303
H 1.611 5.706 -4.528  0.314
H 1.174 3.367 -6.283  0.275
H -0.051 3.925 -5.007  0.265
C -3.192 -5.809 3.636  -1.052
C -2.728 -7.307 3.552  -0.367
C -2.305 -7.896 2.175  -0.523
C -1.283 -7.281 1.314  0.274
N -0.467 -6.860 0.607  -0.449
H -4.203 -5.715 3.239  0.309
H -2.687 -5.045 3.044  0.281
H -3.148 -5.461 4.668  0.317
H -3.378 -8.065 3.989  0.307
H -1.857 -7.343 4.206  0.269
H -3.033 -8.339 1.495  0.339
H -1.899 -8.882 2.397  0.302
C -2.170 -0.554 -0.266  -0.989
C -1.017 -0.914 0.663  -0.346
C -1.037 -0.180 2.043  -0.344
C -1.235 1.286 1.846  0.130
N -1.391 2.405 1.844  -0.396
H -2.579 0.426 -0.023  0.253
H -3.055 -1.135 -0.008  0.287
H -1.932 -0.673 -1.323  0.301
H -0.073 -0.803 0.130  0.314
H -1.130 -1.987 0.821  0.270
H -0.062 -0.228 2.526  0.298
H -1.883 -0.289 2.722  0.223

Atomic forces in eV per Å
0.45 -0.02 -0.31
1.57 0.68 -1.41
-1.36 -1.06 0.40
0.12 4.18 -3.64
0.74 -0.59 0.91
-1.07 -2.62 1.22
-0.03 0.14 0.11
-0.12 0.12 -0.11
-0.41 0.08 0.32
0.64 0.28 0.49
-0.69 -0.81 1.42
-0.03 -0.16 -0.21
0.05 -0.21 1.15
0.15 -0.03 -0.35
-0.26 -0.72 -0.04
0.51 -0.28 0.17
0.20 1.13 -0.55
1.88 -0.45 1.99
-1.49 0.24 -0.55
-0.32 -1.34 -1.65
0.44 0.27 0.24
-0.44 0.24 0.49
-0.20 -0.70 -0.20
0.01 1.07 -0.37
0.02 0.55 0.28
0.22 0.06 0.07
-0.49 0.21 0.12
-0.08 -0.28 -0.01
0.06 -0.72 -0.11
-1.03 1.65 2.58
-1.34 -0.91 3.73
2.04 -2.21 -3.81
2.16 -0.26 -3.42
-2.44 2.40 1.41
-0.12 -0.37 0.35
-0.13 0.12 -0.34
0.64 0.13 -0.12
0.22 0.16 -0.26
0.31 -0.22 0.73
0.99 -0.03 -1.83
-0.47 0.82 1.44
2.18 -6.65 -1.05
-2.08 5.89 0.96
-0.51 0.04 0.18
-0.16 0.53 0.07
0.48 -0.18 -0.04
-0.09 -0.01 -0.49
-0.23 0.03 0.63
0.07 -0.19 -0.71
-0.50 -0.03 0.10
-0.41 0.31 1.06
1.05 -0.26 -0.46
0.57 0.58 0.57
-0.55 1.03 -1.85
0.35 -0.53 0.79
0.23 -0.12 0.18
-0.61 -0.03 -0.16
0.53 0.21 -0.04
-0.53 -0.07 0.20
0.15 0.11 -0.09
-0.68 -0.96 0.30
-0.12 -0.29 -0.48
-0.93 -0.85 -0.46
1.07 1.21 -0.62
0.48 -1.25 -0.05
0.59 0.76 -0.23
-0.96 -0.39 0.81
-0.32 -0.07 0.41
0.85 -0.57 -0.14
-0.23 -0.15 -0.01
-0.59 0.54 -0.03
0.33 -0.22 -0.21
-1.03 1.09 0.02
0.71 -0.07 0.50
-0.93 0.35 0.76
-0.63 -0.65 0.32
0.17 1.87 -1.39
0.88 -2.44 0.06
-0.41 2.43 -0.21
0.53 0.53 -0.60
0.08 -0.61 -0.28
-0.08 0.15 0.16
0.13 0.40 0.42
0.37 -0.09 0.36
-0.25 -0.51 0.34
0.14 -1.42 0.04

=====

# 2
Density functional theory data (ωB97M-V/def2-TZVPD) for a cluster of 8 separate species, C27H48O24 in total in a non-equilibrium geometry.

Results
* SMILES: C[C@H]1COC(=O)O1.C[C@H]1COC(=O)O1.C[C@H]1COC(=O)O1.COC(=O)OC.COC(=O)OC.COC(=O)OC.COC(=O)OC.COC(=O)OC
* E_tot: -77907.4641 eV
* relative energy (zero: lowest compared OMol25 entry of this formula, charge and spin): 216.8 kcal per mole
* E_HOMO: -9.701 eV

Last column: Mulliken charge in e.
Geometry (Å):
C 2.763 3.179 3.167  -0.998
C 2.164 4.459 3.539  0.802
C 2.980 5.699 3.069  -0.564
O 2.297 6.261 1.959  -0.283
C 1.129 5.619 1.945  0.402
O 0.261 5.889 1.141  -0.607
O 0.988 4.655 2.838  -0.142
H 2.088 2.352 3.375  0.023
H 3.690 2.930 3.631  0.581
H 2.928 3.055 2.120  0.094
H 2.047 4.576 4.561  0.194
H 3.986 5.233 3.054  0.381
H 3.128 6.449 3.947  0.249
C -0.863 -3.035 -1.213  -0.335
C 0.062 -4.173 -0.702  0.510
C 1.558 -4.112 -1.059  0.368
O 2.345 -3.870 0.122  -0.339
C 1.519 -4.049 1.113  0.680
O 1.729 -3.872 2.302  -0.553
O 0.236 -4.213 0.706  -0.363
H -0.638 -2.095 -0.766  0.125
H -1.892 -3.339 -1.008  0.454
H -0.776 -2.858 -2.327  -0.245
H -0.423 -5.069 -1.129  0.207
H 1.639 -3.300 -1.795  -0.586
H 1.970 -4.983 -1.509  0.277
C 1.541 2.025 -2.916  -1.763
C 2.464 3.237 -2.422  0.200
C 1.913 3.911 -1.130  -0.512
O 2.572 3.371 -0.042  -0.180
C 3.712 2.754 -0.482  0.586
O 4.559 2.121 0.223  -0.603
O 3.645 2.726 -1.797  -0.415
H 1.571 1.292 -2.203  0.479
H 1.866 1.572 -3.813  0.561
H 0.554 2.297 -3.170  0.533
H 2.777 3.971 -3.198  0.368
H 0.817 3.840 -1.197  0.301
H 2.112 5.005 -1.147  0.239
C -1.851 -1.116 6.765  -0.824
O -1.819 -0.605 5.357  -0.221
C -1.613 -1.418 4.372  0.778
O -1.077 -2.718 4.496  -0.652
O -1.858 -0.880 3.260  -0.270
C -1.735 -1.680 2.108  -0.563
H -2.064 -2.201 6.951  0.330
H -2.604 -0.547 7.216  0.342
H -0.968 -0.886 7.375  0.311
H -2.321 -0.989 1.369  0.150
H -2.201 -2.658 2.136  0.454
H -0.640 -1.818 1.708  0.158
C 2.404 -1.458 -3.794  -0.919
O 1.050 -1.950 -3.690  0.131
C 0.397 -2.036 -4.865  0.355
O 1.024 -1.909 -6.084  -0.676
O -0.925 -2.400 -4.785  -0.073
C -1.777 -2.282 -5.923  -0.854
H 2.428 -0.523 -4.246  0.318
H 3.228 -1.991 -4.337  0.307
H 2.835 -1.315 -2.767  0.345
H -2.833 -2.213 -5.584  0.272
H -1.548 -3.222 -6.458  0.298
H -1.492 -1.386 -6.551  0.382
C -0.602 2.326 0.961  -0.469
O -0.722 1.193 0.148  -0.326
C -1.470 1.097 -0.971  0.534
O -2.488 1.944 -1.399  -0.722
O -1.058 0.176 -1.812  0.059
C -1.502 0.185 -3.141  -0.803
H 0.341 2.428 1.340  0.050
H -1.460 2.166 1.642  0.325
H -0.857 3.181 0.348  0.444
H -1.996 1.155 -3.426  0.475
H -2.205 -0.603 -3.281  0.200
H -0.670 -0.017 -3.746  0.210
C -3.478 -7.316 -7.041  -0.649
O -3.308 -5.961 -6.503  -0.257
C -3.379 -5.771 -5.158  0.637
O -3.347 -6.920 -4.212  -0.603
O -3.308 -4.530 -4.816  -0.226
C -3.218 -4.212 -3.424  -0.597
H -4.399 -7.809 -6.608  0.276
H -2.670 -7.922 -6.597  0.296
H -3.264 -7.436 -8.082  0.296
H -4.060 -4.686 -2.918  0.508
H -3.175 -3.094 -3.239  0.062
H -2.299 -4.624 -2.944  0.259
C 1.339 5.501 7.382  -0.673
O 1.353 4.246 6.721  -0.334
C 0.199 3.817 6.158  0.778
O -0.993 4.455 6.381  -0.654
O 0.356 2.631 5.637  -0.351
C -0.512 2.049 4.730  -0.379
H 2.338 5.571 7.758  0.236
H 0.606 5.471 8.178  0.329
H 1.105 6.277 6.626  0.292
H 0.017 1.133 4.374  0.088
H -0.810 2.846 3.972  0.211
H -1.491 1.742 5.135  0.470

Atomic forces in eV per Å
-0.28 -1.95 -0.39
1.67 1.79 -1.19
1.92 -0.04 3.70
1.22 -1.02 1.07
-2.81 0.82 -2.84
0.96 -0.33 0.85
-1.62 -0.10 -0.07
-0.22 -0.06 0.46
0.70 0.15 0.69
0.23 0.47 -0.77
-0.69 -0.15 1.95
-0.06 1.01 -1.74
-0.82 -0.78 -1.69
0.58 -0.69 -0.71
0.69 -0.07 -0.65
0.06 1.27 -2.15
-0.31 -0.16 -1.49
-1.40 1.82 4.45
0.42 -0.89 -2.32
-1.46 -0.58 0.27
0.11 0.74 0.55
0.03 0.25 0.14
0.08 -0.59 1.23
0.54 -0.20 0.78
0.66 -0.03 0.47
-0.01 -0.92 -0.38
1.94 2.85 -0.66
-0.80 -0.52 1.25
-1.57 2.59 -2.67
0.77 -0.88 1.12
1.44 -3.25 2.42
-3.65 3.42 -2.85
2.29 -1.08 -1.71
-0.21 -1.79 2.11
1.02 -0.28 -1.08
-1.29 0.82 0.29
-0.40 -0.72 0.49
0.30 -0.40 1.11
-0.02 -0.56 -0.02
0.75 -1.01 -0.22
-0.30 -0.41 2.41
4.34 -9.17 2.73
-3.41 7.43 -0.54
-0.43 0.99 -1.32
0.65 1.34 -3.77
0.19 0.94 -1.19
-1.38 0.82 0.38
0.36 0.08 -1.03
1.19 -1.60 0.82
-0.05 0.01 0.61
-2.00 0.43 1.22
2.16 -0.62 1.40
-0.67 -0.32 -1.48
2.33 -0.49 -7.21
-3.72 -0.30 7.30
2.64 1.33 2.19
0.73 0.14 -1.51
-0.45 1.74 -0.84
-1.60 -0.64 0.16
-1.03 -0.34 -0.65
0.96 -0.16 -0.09
-0.80 0.69 -0.34
-0.28 -1.05 0.73
-4.94 0.74 -0.94
0.03 -2.94 -3.29
-4.71 6.12 -2.21
5.77 -4.41 3.43
1.13 -0.30 1.94
-1.82 1.66 -0.40
2.31 -0.25 1.17
0.98 0.78 0.56
0.03 0.50 0.09
0.62 -0.94 0.49
-0.65 -0.61 -0.04
1.22 -0.11 -0.72
0.49 -1.49 3.29
-0.70 0.53 1.18
1.09 -8.25 3.25
-0.47 7.19 -5.64
0.05 0.45 -0.42
0.51 0.16 1.66
0.73 0.92 -1.02
-0.23 0.24 0.15
-0.66 1.07 -0.74
-0.01 0.28 0.02
-0.34 -1.36 -0.87
-0.60 0.07 -0.83
-0.69 0.22 -0.77
-1.02 -1.44 -1.44
-6.10 3.41 3.22
6.77 -3.46 -1.95
1.79 0.89 1.13
-2.12 0.24 -1.81
0.47 0.41 0.29
-0.13 0.28 0.09
0.10 -0.17 0.73
-0.52 1.02 -0.16
0.77 -1.32 0.38
0.65 0.11 0.41

=====

no.,gap between HOMO and LUMO (eV)
1,10.17
2,9.94